# 1
ORCA calculation (ωB97M-V with the def2-TZVPD basis set) on a structure of composition C12H7N3O7RuS2.

Last column: Mulliken spin population.
Atoms and positions in Å:
1 Ru -0.00689 -1.23433 -0.47538  0.89
2 S 0.72549 0.73888 -1.67736  -0.02
3 S -0.05738 -3.20906 2.08266  0.01
4 O -3.32905 -1.68853 -2.84545  0.01
5 O -4.87985 2.17562 0.29950  0.00
6 O -1.09265 -3.95520 2.80229  -0.01
7 O 0.52524 -0.21865 1.24629  0.01
8 O -0.30459 1.28138 2.69805  0.00
9 O 1.98780 -1.74346 -0.85168  0.00
10 O -1.22681 -1.86320 -2.06375  0.02
11 N -1.74355 -0.38535 -0.02795  -0.02
12 N -0.27733 -2.85872 0.66724  0.08
13 N 2.74346 -0.65890 -0.65799  0.00
14 C -2.72521 -0.44014 -0.92202  0.00
15 C 4.83908 0.16650 0.06855  0.00
16 C -1.70260 0.52555 0.93958  0.01
17 C 2.29816 0.57912 -1.00736  0.01
18 C -2.74819 1.40756 1.10423  0.00
19 C -0.39329 0.55800 1.72170  0.00
20 C 3.96254 -0.86614 -0.12742  0.00
21 C -3.81634 1.33271 0.21345  0.00
22 C 3.18515 1.64843 -0.81504  0.00
23 C 4.43693 1.45486 -0.28669  0.00
24 C -2.43656 -1.42011 -2.06031  0.00
25 C -3.80728 0.40749 -0.82672  0.00
26 H 5.09704 2.29799 -0.13140  0.00
27 H 4.15462 -1.89837 0.12074  0.00
28 H -4.74648 2.77379 1.04227  0.00
29 H -4.60195 0.35544 -1.55666  0.00
30 H -2.69565 2.13722 1.90297  0.00
31 H 2.82998 2.63337 -1.08110  0.00
32 H 5.80619 -0.03374 0.50474  0.00

Forces on the atoms, in the same order (eV/Å):
Ru 0.1 -0.3 0.3
S 0.0 0.0 0.1
S 0.0 0.1 0.0
O 0.0 0.0 0.0
O 0.0 0.0 0.0
O 0.1 -0.3 -0.1
O 0.1 0.3 -0.2
O 0.0 0.0 0.0
O 0.0 -0.1 -0.1
O 0.3 0.2 -0.2
N 0.1 0.1 -0.1
N -0.6 0.5 0.1
N 0.0 0.0 0.0
C 0.0 0.0 0.0
C 0.0 0.0 0.0
C 0.0 0.0 0.0
C 0.0 -0.1 -0.1
C 0.0 -0.1 0.1
C -0.1 -0.1 0.1
C 0.0 0.0 0.0
C 0.0 0.0 0.0
C 0.0 0.0 0.0
C 0.0 0.0 0.0
C -0.1 -0.1 0.1
C 0.0 -0.1 0.0
H 0.0 0.0 0.0
H 0.0 0.0 0.0
H 0.0 0.0 0.0
H 0.0 0.0 0.0
H 0.0 0.0 0.0
H 0.0 0.0 0.0
H 0.0 0.0 0.0

* frontier orbital gap (spin up / spin down): 7.542 / 7.115 eV
* spin multiplicity: 2
* net charge: -1
* energy relative to the best compared isomer or geometry (same formula, charge and spin): 0.101 eV
* <S²>: 0.7546
* LUMO (spin up / spin down): 2.49 / 2.27 eV
* HOMO energy (spin up / spin down): -5.1 / -4.8 eV



# 2
ORCA calculation (ωB97M-V with the def2-TZVPD basis set) on a structure of composition C17H20AsBrKN3O2S3.

Last column: Mulliken charge in e.
Atoms and positions in Å:
1 Br 1.38809 0.07266 5.18835  -0.19
2 As -0.36526 0.67503 -3.60003  0.89
3 K -1.30985 0.73710 -0.43153  0.64
4 S 3.65547 1.94013 1.64777  -0.23
5 S -0.02236 2.41771 -2.51582  -0.52
6 S 1.62262 -3.91843 0.31644  -0.23
7 O -3.14627 0.92285 0.98204  -0.88
8 O -2.07703 -1.04015 1.08516  -0.72
9 N 0.85588 -1.59430 -0.35831  0.14
10 N -2.53904 1.30767 5.16175  -0.61
11 N 1.50668 0.96090 0.71478  0.33
12 C 1.25967 3.37055 1.23729  -1.09
13 C 1.11865 -0.53907 -3.62590  -0.72
14 C 2.41430 -0.07347 0.80283  -0.24
15 C -2.53900 0.00821 1.59959  0.11
16 C 2.01117 2.07762 1.14650  0.46
17 C -1.93832 -0.38033 -3.16009  -1.10
18 C -0.66610 1.07530 -5.45623  -1.12
19 C -2.12545 0.30197 3.02532  0.49
20 C -0.66355 -3.33465 -1.23109  -0.85
21 C 1.96937 -1.43212 0.44411  -0.06
22 C 0.55031 -2.84927 -0.49762  0.41
23 C -0.82883 -0.01017 3.40613  -0.03
24 C -1.28045 1.03338 5.51088  -0.15
25 C -0.40323 0.38862 4.65548  -0.15
26 C -2.93613 0.96622 3.93420  -0.27
27 C 2.52292 -2.58827 0.89063  -0.53
28 C 3.63146 0.27130 1.29019  -0.44
29 H -1.55267 -2.91323 -0.75569  0.16
30 H -0.17696 -0.54246 2.72474  0.67
31 H -0.63399 -3.00680 -2.27180  0.11
32 H 1.89304 4.22119 0.98641  0.42
33 H -1.56449 1.68014 -5.53517  0.36
34 H 0.41827 3.34991 0.54690  0.17
35 H 0.87690 3.51607 2.24858  0.28
36 H -0.74054 -4.42047 -1.21625  0.44
37 H -0.96112 1.34001 6.49949  0.37
38 H -3.94845 1.23651 3.65584  0.41
39 H 3.36014 -2.71457 1.56034  0.45
40 H -1.96860 -1.23480 -3.83355  0.39
41 H -1.95249 -0.74003 -2.13598  0.18
42 H 1.94994 -0.00409 -4.07554  0.40
43 H 1.36048 -0.81573 -2.60333  -0.07
44 H 4.49998 -0.35387 1.43455  0.44
45 H 0.87479 -1.42183 -4.21657  0.40
46 H -2.81040 0.24589 -3.32874  0.36
47 H 0.18418 1.65059 -5.80921  0.36
48 H -0.77372 0.16057 -6.03786  0.39

Forces on the atoms, in the same order (eV/Å):
Br 0.0 0.0 0.0
As 0.0 0.0 -0.4
K 1.5 0.5 -0.7
S 0.0 0.1 0.1
S 0.1 0.2 -0.2
S 0.0 -0.1 0.0
O -0.7 -0.3 1.0
O -0.3 -0.1 0.3
N 0.0 0.1 0.1
N 0.2 -0.1 -0.1
N -0.2 0.1 0.1
C 0.1 -0.1 0.0
C 0.0 -0.1 0.0
C -0.4 -0.1 -0.1
C -0.4 -0.1 0.2
C 0.0 -0.1 -0.1
C 0.1 0.1 0.0
C -0.1 -0.1 0.0
C 0.1 0.0 0.0
C 0.1 0.1 0.0
C -0.2 0.2 -0.1
C -0.1 0.0 0.1
C 0.0 -0.1 0.0
C -0.2 0.0 -0.1
C 0.0 0.0 0.0
C 0.0 0.1 0.2
C 0.1 -0.1 0.1
C 0.2 0.0 0.0
H 0.0 0.0 0.0
H 0.0 0.0 0.0
H 0.0 0.0 0.0
H 0.0 0.0 0.0
H -0.1 0.0 0.0
H 0.0 0.0 0.0
H 0.0 0.0 0.0
H 0.0 0.0 0.0
H 0.0 0.0 0.0
H 0.0 0.0 0.0
H -0.1 0.0 -0.1
H 0.0 0.0 0.0
H 0.0 -0.2 -0.2
H 0.1 0.0 0.0
H 0.0 0.0 0.0
H -0.1 0.1 0.0
H 0.0 0.0 0.0
H -0.1 0.0 0.0
H 0.1 0.0 0.0
H 0.0 0.0 0.0

* frontier orbital gap: 8.687 eV
* energy relative to the best compared isomer or geometry (same formula, charge and spin): 0.877 eV
* LUMO: 0.05 eV
* HOMO energy: -8.6 eV



# 3
ORCA calculation (ωB97M-V with the def2-TZVPD basis set) on a cluster of 2 separate species, C4H9NO4 in total.

Last column: Mulliken charge in e.
Atoms and positions in Å:
1 O 2.02909 -0.75001 0.83013  -0.48
2 O 0.51432 2.40392 -2.18641  -0.45
3 O 0.33323 -2.15768 1.05446  -0.64
4 O -2.30558 -1.63266 0.82346  -0.70
5 N -0.85100 1.19383 0.83624  -0.63
6 C 0.11617 1.08674 -0.25949  0.25
7 C -0.30307 1.84603 -1.50989  -0.30
8 C 0.79452 -1.22165 0.47832  0.57
9 C 0.21389 -0.41556 -0.65131  -0.81
10 H -0.54773 1.89088 1.56186  0.20
11 H -1.81740 1.35803 0.53598  0.27
12 H -1.53260 -2.20210 0.92386  0.38
13 H -0.80009 -0.84667 -0.90490  0.41
14 H 0.85751 -0.52300 -1.56502  0.38
15 H -1.95880 -0.75546 1.10059  0.31
16 H 1.15024 1.38103 0.11154  0.41
17 H 2.41902 -1.23815 1.60624  0.37
18 H -1.31070 1.89673 -1.74268  0.44

Forces on the atoms, in the same order (eV/Å):
O 0.3 -0.1 0.4
O 0.1 0.2 -0.6
O -0.5 -0.7 0.1
O -0.2 0.9 0.2
N 0.3 1.0 1.1
C 0.4 -0.9 0.5
C 3.2 0.2 1.3
C 1.6 0.5 0.4
C -0.6 -0.4 -1.2
H -0.8 -0.9 -1.2
H 0.6 0.2 0.1
H 0.0 0.0 0.0
H 1.1 0.5 0.4
H -0.3 0.0 0.9
H -0.3 -0.8 -0.1
H -1.4 0.0 -0.7
H -0.9 0.4 -1.1
H -2.7 -0.1 -0.5

* frontier orbital gap: 10.316 eV
* energy relative to the best compared isomer or geometry (same formula, charge and spin): 1.322 eV
* structure (SMILES): N[C@H](C=O)CC(=O)O.O
* LUMO: 0.48 eV
* HOMO energy: -9.8 eV



# 4
ORCA calculation (ωB97M-V with the def2-TZVPD basis set) on an isolated molecule of C4H10N2.

Last column: Mulliken charge in e.
Atoms and positions in Å:
1 N -0.96119 -2.85788 -0.36908  -0.51
2 N 1.70434 1.65005 -0.37295  -0.54
3 C 0.24941 1.64514 -0.41399  -0.52
4 C -0.32216 0.74634 0.65356  -0.62
5 C -1.02784 -1.58147 0.22760  -0.06
6 C -0.02360 -0.71711 0.34308  -0.46
7 H -2.01168 -1.28393 0.60251  0.29
8 H -0.05449 1.23753 -1.39218  0.28
9 H 2.02514 1.76245 0.58344  0.20
10 H -0.67194 -3.66652 0.15733  0.21
11 H 0.07922 0.97455 1.64897  0.30
12 H 2.14570 2.39539 -0.89333  0.22
13 H -0.60497 -2.93257 -1.30611  0.21
14 H -0.17702 2.65294 -0.43836  0.33
15 H -1.39730 0.86836 0.70361  0.32
16 H 1.04838 -0.89327 0.26591  0.36

Forces on the atoms, in the same order (eV/Å):
N -0.2 -1.0 -0.1
N 0.5 -0.2 0.5
C 0.1 0.3 -1.2
C 0.1 -0.9 0.5
C 0.5 0.0 0.0
C -0.3 1.2 0.5
H 0.1 0.0 -0.4
H 0.1 -0.1 0.2
H -0.1 0.0 0.0
H -0.1 0.2 0.4
H 0.1 0.3 -0.1
H -0.3 0.0 -0.2
H 0.2 0.4 0.0
H -0.1 0.1 0.6
H -0.3 0.1 0.0
H -0.3 -0.6 -0.7

* frontier orbital gap: 10.050 eV
* energy relative to the best compared isomer or geometry (same formula, charge and spin): 1.376 eV
* structure (SMILES): N/C=C/CCN
* LUMO: 1.23 eV
* HOMO energy: -8.8 eV



# 5
ORCA calculation (ωB97M-V with the def2-TZVPD basis set) on an isolated molecule of C6H4OS.

Last column: Mulliken charge in e.
Atoms and positions in Å:
1 S -1.50758 -0.57490 -1.07867  -0.23
2 O -1.56849 0.26815 1.46984  -0.41
3 C 0.52668 0.12613 0.65993  0.80
4 C 2.32880 -1.79116 -0.01427  0.18
5 C -0.93014 -0.07658 0.37830  0.11
6 C 0.96262 1.33313 -0.05200  -1.04
7 C 1.25418 2.30418 -0.70240  0.18
8 C 1.53500 -0.95826 0.38458  -1.00
9 H 1.79178 3.20502 -1.07824  0.40
10 H 0.46484 0.48956 1.73752  0.18
11 H 2.86489 -2.63647 -0.34910  0.46
12 H -2.51514 0.37040 1.26505  0.37

Forces on the atoms, in the same order (eV/Å):
S -0.1 0.4 1.3
O -1.5 0.4 0.2
C 1.8 0.8 1.4
C -2.0 1.5 0.9
C 0.2 -1.2 -2.1
C -0.1 0.6 -0.8
C 1.3 0.9 0.3
C 0.1 -0.8 -0.6
H -1.1 -1.3 0.3
H 0.9 -1.0 -0.9
H 0.4 -0.1 -0.1
H 0.1 -0.3 0.1

* frontier orbital gap: 9.226 eV
* energy relative to the best compared isomer or geometry (same formula, charge and spin): 1.463 eV
* structure (SMILES): C#CC(C#C)C(O)=S
* LUMO: 0.05 eV
* HOMO energy: -9.2 eV



# 6
ORCA calculation (ωB97M-V with the def2-TZVPD basis set) on a cluster of 2 separate species, C30H32N4O5 in total.

Last column: Mulliken charge in e.
Atoms and positions in Å:
1 O 2.14207 1.09627 2.52508  -0.73
2 O 3.66800 -0.40095 3.05240  -0.74
3 O 8.76259 -0.72476 0.58585  -0.56
4 O -3.15874 0.29557 -5.21889  -0.70
5 O 8.63567 -1.66511 -1.39656  -0.58
6 N 8.11803 -1.04428 -0.43782  0.93
7 N -0.24698 0.17450 -3.21026  0.55
8 N 2.44406 -0.06274 2.94234  0.93
9 N -0.99079 -0.48782 -5.24172  0.29
10 C 1.46230 -0.96296 3.22099  -0.98
11 C 6.03179 -1.01708 -1.70490  -0.67
12 C 0.61791 -1.98069 -4.15606  -1.52
13 C 0.07951 -0.63140 3.33328  0.97
14 C -2.06891 0.12823 -4.67612  0.27
15 C 6.09239 -0.01218 0.52218  -0.51
16 C -6.66181 0.94525 -2.70559  -0.40
17 C 2.59776 0.30848 -0.82662  -0.67
18 C -0.43151 0.69200 3.24833  -0.57
19 C 3.99447 -0.00380 -0.75924  0.91
20 C -0.86324 -1.68067 3.56216  -0.90
21 C 4.77132 0.35284 0.39011  -0.65
22 C -2.22135 -1.42466 3.64347  -0.59
23 C 0.22154 -0.52071 -4.42516  0.09
24 C -1.65450 0.57494 -3.27288  0.05
25 C -4.39170 1.61924 -2.19295  -0.34
26 C -2.71042 -0.11130 3.54186  0.99
27 C -1.79636 0.93127 3.33662  -0.53
28 C -4.17683 0.17662 3.64657  -1.30
29 C 1.82083 0.04548 -1.95221  0.44
30 C -3.97578 0.28960 -2.31295  0.49
31 C 1.34913 0.23022 -5.14783  -1.54
32 C -6.24433 -0.38765 -2.81051  -0.62
33 C -1.06619 -1.04319 -6.57341  -0.97
34 C -5.73574 1.94748 -2.39776  -0.76
35 C 6.74271 -0.69241 -0.53159  -0.01
36 C -4.90423 -0.71516 -2.59888  -0.26
37 C 0.49448 0.43014 -2.11188  0.42
38 C -2.50999 -0.05273 -2.17003  -0.76
39 C 4.69489 -0.67590 -1.81540  -0.42
40 H -6.05142 2.99036 -2.32489  0.37
41 H 1.61446 -0.30833 -6.06693  0.46
42 H 1.79620 -1.95926 3.50614  0.33
43 H 2.28087 -0.48879 -2.78071  -0.78
44 H -4.59468 0.49626 2.68358  0.23
45 H -0.47137 -2.69560 3.65665  0.30
46 H 6.65444 0.20559 1.42464  0.51
47 H 6.55791 -1.53562 -2.50237  0.46
48 H -7.70972 1.20096 -2.87050  0.37
49 H -2.08455 -0.92563 -6.95295  0.38
50 H 1.00752 1.24136 -5.40748  0.37
51 H 0.26246 1.51073 3.09744  0.48
52 H 4.28632 0.91231 1.18304  0.47
53 H 0.90317 -2.45865 -5.10240  0.47
54 H 2.14607 0.84216 0.00939  0.38
55 H -0.00295 0.98658 -1.30845  0.57
56 H -3.65335 2.39241 -1.96328  0.38
57 H 4.17750 -0.93393 -2.73992  0.28
58 H -4.36789 0.98205 4.36468  0.32
59 H -2.12709 0.31456 -1.20539  0.52
60 H -6.95595 -1.17394 -3.06658  0.37
61 H -1.73986 1.67766 -3.22986  0.31
62 H -4.72186 -0.71313 3.97266  0.34
63 H -2.16334 1.95551 3.24682  0.36
64 H 2.24261 0.31346 -4.52495  0.37
65 H -2.92936 -2.24456 3.78697  0.29
66 H -0.37263 -0.52892 -7.25002  0.30
67 H 1.46251 -2.04977 -3.46676  0.40
68 H -4.55398 -1.74705 -2.68927  0.32
69 H -2.37156 -1.14688 -2.19847  0.37
70 H -0.80917 -2.10902 -6.56124  0.31
71 H -0.23266 -2.52299 -3.71957  0.33

Forces on the atoms, in the same order (eV/Å):
O 0.6 0.2 -0.3
O -0.4 0.1 -0.2
O -1.5 -0.5 -1.9
O 1.5 -0.2 0.9
O -1.1 1.2 1.7
N 3.6 -0.9 0.3
N 0.9 0.5 1.8
N -0.4 -1.2 0.0
N -0.5 0.2 0.3
C 1.1 0.2 0.1
C 0.1 0.1 0.2
C -0.2 -0.1 0.2
C -1.1 0.3 0.0
C -0.9 0.2 -0.7
C 1.3 -0.6 -0.7
C 0.2 -0.1 0.0
C -0.8 0.4 -1.0
C -0.2 -0.3 -0.2
C 1.9 -0.4 0.2
C 0.7 0.5 -0.2
C -1.5 0.0 -0.5
C 0.0 0.4 0.0
C 0.1 -0.5 -0.7
C -0.5 0.6 -0.5
C -0.3 -0.3 -0.2
C 0.4 -0.1 -0.1
C -0.1 -0.5 0.1
C -0.3 0.1 0.0
C 1.0 -0.3 0.3
C -0.1 0.0 0.1
C -0.1 0.3 0.1
C 0.1 0.2 0.1
C 0.4 -0.2 -0.3
C 0.2 -0.1 0.0
C -2.6 0.8 0.2
C 0.0 0.3 -0.1
C -0.9 -0.2 -1.0
C 0.0 -0.3 0.3
C -0.3 0.1 0.4
H 0.0 -0.4 0.0
H -0.1 0.2 0.3
H 0.1 0.4 -0.1
H -0.1 0.3 0.5
H 0.0 -0.1 0.1
H -0.2 0.2 0.0
H -0.2 0.1 -0.1
H -0.2 0.2 0.2
H 0.3 -0.1 0.0
H 0.2 0.1 0.2
H 0.1 -0.2 0.0
H -0.2 -0.2 0.1
H 0.0 -0.2 0.1
H -0.1 0.1 0.3
H 0.1 -0.1 0.2
H 0.1 -0.2 -0.3
H -0.3 -0.1 0.0
H 0.2 0.0 0.3
H 0.0 -0.1 -0.1
H -0.1 -0.2 -0.1
H 0.2 0.3 0.1
H 0.1 -0.4 0.0
H 0.0 0.1 0.0
H 0.1 -0.2 0.1
H -0.1 0.0 -0.2
H 0.2 0.2 0.0
H -0.2 -0.1 0.1
H -0.2 -0.1 -0.2
H -0.2 0.3 0.0
H 0.0 0.3 0.1
H -0.1 0.2 0.0
H 0.2 0.1 -0.1

* frontier orbital gap: 3.015 eV
* energy relative to the best compared isomer or geometry (same formula, charge and spin): 11.556 eV
* LUMO: -2.88 eV
* HOMO energy: -5.9 eV



Look up the energy relative to the best compared isomer or geometry (same formula, charge and spin) of the sixth one. 11.556 eV



Which of these has the lowest energy relative to the best compared isomer or geometry (same formula, charge and spin)? C12H7N3O7RuS2